ORCA calculation (ωB97M-V with the def2-TZVPD basis set) on a single C8H14N4 molecule in a non-equilibrium geometry.

Calculated values
**SMILES**: [H]/N=N/N(C1=CC=CCC1)N(C)C
**Gap between HOMO and LUMO (alpha / beta)**: 0.28853 / 0.28855 Eh
**Lowest unoccupied orbital energy (alpha / beta)**: 0.72 / 0.72 eV
**HOMO energy (alpha / beta)**: -7.129 / -7.129 eV

Last column: Mulliken charge in e.
Atoms and positions in Å:
1 C 2.7839 -1.0652 0.3642  -0.193
2 C 1.4199 -1.4262 0.2374  -0.767
3 C 3.2676 0.1848 0.1846  -0.642
4 C 0.5131 -0.3851 0.1787  0.363
5 C 2.3897 1.1217 -0.6512  -0.818
6 C 1.0646 1.0456 0.1160  -0.187
7 C -2.1850 0.8707 -1.1630  -1.060
8 C -2.6540 0.3894 1.3024  -0.862
9 N -0.8608 -2.6676 -0.3654  -0.490
10 N -1.6419 -1.7552 -0.0969  -0.208
11 N -0.8651 -0.4636 0.2200  0.378
12 N -1.6658 0.6307 0.1692  -0.286
13 H 3.5848 -1.6375 0.7789  0.328
14 H 0.9990 -2.3821 0.2555  0.587
15 H 4.3387 0.3382 0.4351  0.323
16 H 2.6006 2.2325 -0.7163  0.300
17 H 2.1593 0.7913 -1.6083  0.401
18 H 0.2502 1.7584 -0.4220  0.224
19 H 1.3743 1.5643 0.9761  0.270
20 H -1.4159 0.8704 -1.8183  0.409
21 H -3.0414 0.2904 -1.4253  0.404
22 H -2.6246 1.8194 -1.3037  0.375
23 H -1.9375 0.3643 2.2142  0.272
24 H -3.0418 1.4370 1.3467  0.359
25 H -3.4434 -0.3303 1.3095  0.289
26 H -1.3684 -3.5962 -0.5181  0.231

ORCA calculation (ωB97M-V with the def2-TZVPD basis set) on a single C8H14N4O3 molecule in a non-equilibrium geometry.

Calculated values
**Gap between HOMO and LUMO**: 0.26435 Eh
**Lowest unoccupied orbital energy**: -0.30 eV
**HOMO energy**: -7.488 eV

Last column: Mulliken charge in e.
Atoms and positions in Å:
1 C 1.9050 0.4044 0.0233  -0.200
2 C 0.6425 0.5046 -0.7974  2.130
3 C -0.5131 -0.3317 -0.3380  -0.720
4 C -1.5400 0.5666 0.2880  1.655
5 C 0.9542 0.0799 -2.2292  -1.442
6 C 2.2305 -1.9621 0.6853  -0.917
7 C -1.9470 0.2671 1.7471  -1.625
8 C -2.8055 0.4726 -0.5721  -1.501
9 N 0.1659 1.9097 -0.4088  -0.424
10 N -0.9184 1.8894 0.1506  -0.665
11 N 2.6367 1.5106 0.2187  -0.258
12 N -0.6670 -1.6256 -0.5285  1.166
13 O 0.2391 -2.3613 -1.0384  -0.893
14 O 2.4486 -0.5224 0.7589  -0.418
15 O -1.6980 -2.1221 -0.0788  -0.797
16 H 1.6855 0.8351 -2.6721  0.347
17 H -0.0911 0.0676 -2.8289  0.286
18 H 1.2569 -0.9102 -2.3379  0.402
19 H 1.6124 -2.0793 1.4903  0.393
20 H 3.0523 -2.5537 0.9229  0.413
21 H 1.5953 -2.3822 -0.1171  0.401
22 H -2.6527 0.9247 2.2528  0.431
23 H -1.0202 0.1938 2.3421  0.300
24 H -2.5862 -0.5814 1.8500  0.357
25 H -2.6141 0.0659 -1.5180  0.376
26 H -3.2585 1.5371 -0.8393  0.337
27 H -3.4541 -0.3042 -0.1044  0.295
28 H 2.1258 2.3197 -0.0991  0.321
29 H 3.6178 1.4664 0.4159  0.253

ORCA calculation (ωB97M-V with the def2-TZVPD basis set) on 2 unconnected molecules or ions with the total composition C8H14N4O3 in a non-equilibrium geometry.

Calculated values
**SMILES**: NC(=O)[C@@]1(O)CC2CCN1CC2.N#[N+][O-]
**Gap between HOMO and LUMO**: 0.34261 Eh
**Lowest unoccupied orbital energy**: 0.63 eV
**HOMO energy**: -8.688 eV

Last column: Mulliken charge in e.
Atoms and positions in Å:
1 C -0.7507 -2.1533 0.4927  -0.206
2 C 2.0326 0.0635 0.7601  -0.790
3 C 1.0036 1.7311 -0.6902  -0.726
4 C -0.4887 0.5389 0.7805  -0.768
5 C 1.8689 -0.9244 -0.3415  -0.986
6 C 0.4971 0.6554 -1.6363  -0.618
7 C 0.9433 1.2129 0.6839  0.088
8 C -0.6268 -0.6538 -0.0974  0.985
9 N -2.9544 2.4291 -0.9799  -0.348
10 N -0.4447 -2.3410 1.8281  -0.319
11 N -3.7055 1.6445 -0.7702  0.903
12 N 0.5860 -0.6451 -1.0447  -0.286
13 O -4.4387 0.7626 -0.6225  -0.543
14 O -1.1229 -3.0710 -0.1887  -0.620
15 O -1.7609 -0.4470 -0.8889  -0.462
16 H 1.9338 -0.2423 1.7492  0.416
17 H 3.0225 0.5667 0.7934  0.544
18 H 2.0944 2.1060 -1.0262  0.309
19 H 0.5170 2.7606 -0.7144  0.357
20 H -0.6423 0.4597 1.8956  0.247
21 H -1.1993 1.2192 0.4478  0.175
22 H 2.7312 -0.7435 -1.0350  0.356
23 H 2.0127 -1.9244 -0.1045  0.371
24 H -0.6476 0.7619 -1.8218  0.249
25 H 1.0018 0.6045 -2.6073  0.378
26 H 1.2105 1.9719 1.4380  0.476
27 H -0.1670 -1.7210 2.6171  0.207
28 H -0.5464 -3.2910 2.2916  0.261
29 H -1.9594 -1.3307 -1.2083  0.352

ORCA calculation (ωB97M-V with the def2-TZVPD basis set) on a gas-phase ion, C8H14NO2Si (charge -1) in a non-equilibrium geometry.

Calculated values
**SMILES**: CC(C)[Si](C)(C)O/C([O-])=C\C#N
**Gap between HOMO and LUMO**: 0.26059 Eh
**Lowest unoccupied orbital energy**: 3.42 eV
**HOMO energy**: -3.667 eV
**Total charge**: -1

Last column: Mulliken charge in e.
Atoms and positions in Å:
1 C -3.2613 -1.4897 -0.1401  0.490
2 C -2.9148 0.8999 0.2961  0.499
3 C 0.1640 0.3604 2.0790  -1.173
4 C 0.6417 2.0834 -0.7312  -1.124
5 C 1.1103 -1.3576 0.4592  -1.748
6 C -0.3690 -0.5876 -2.4233  -1.040
7 C -3.5606 -0.3067 0.5046  -0.618
8 C -0.1887 -0.5368 0.8062  0.756
9 N -3.0656 -2.4686 -0.7033  -0.694
10 O -3.1803 1.9220 0.9799  -0.749
11 O -2.0532 1.0042 -0.8711  -0.409
12 Si -0.5320 0.5155 -0.7603  0.140
13 H 1.1572 0.0874 2.4855  0.351
14 H -0.7768 0.4109 2.6554  0.317
15 H 0.3842 1.4171 1.7982  0.192
16 H 1.6566 1.7061 -0.5569  0.319
17 H 0.7648 2.7218 -1.6024  0.347
18 H 0.3248 2.5882 0.2014  0.268
19 H 1.8482 -0.7061 -0.1334  0.248
20 H 1.3166 -1.9203 1.3191  0.558
21 H 0.8607 -1.9928 -0.3893  0.428
22 H 0.7432 -1.0676 -2.3708  0.206
23 H -1.0343 -1.3847 -2.2204  0.350
24 H -0.5167 -0.2986 -3.4634  0.363
25 H -4.3115 -0.4708 1.2328  0.346
26 H -1.0476 -1.1768 1.1613  0.378